Record 1
Below is a molecular structure, C2H2FI3O at a distorted geometry, with properties calculated with the ωB97M-V functional and the def2-TZVPD basis.

Geometry as XYZ:
```
9
Properties=species:S:1:pos:R:3:lowdin_charge:R:1
C -0.81635 0.40978 -0.01390 -1.20
C 0.26960 0.86586 0.86577 -1.01
O 0.40961 0.60060 2.00599 0.03
F 1.91803 -1.92758 -1.06767 -0.17
I -1.42887 -1.65806 0.20205 0.79
I -2.67145 1.58934 0.25035 0.74
I 1.54758 2.20396 -0.29954 0.82
H -0.44839 0.54804 -0.98361 -0.07
H 1.22024 -2.63193 -0.95944 0.08
```

The HOMO energy is -9.77 eV. The multiplicity is 1. Its energy relative to the best compared isomer or geometry (same formula, charge and spin) is 9.9 kcal/mol.

=====

Record 2
Below is 10 unconnected molecules or ions with the total composition C39H58O30 at a distorted geometry, with properties calculated with the ωB97M-V functional and the def2-TZVPD basis.

Geometry as XYZ:
```
127
Properties=species:S:1:pos:R:3:lowdin_charge:R:1
C 3.62338 2.21416 -3.45244 0.00
C 3.62107 3.16861 -2.27723 -0.29
C 5.01604 3.37143 -1.63194 -0.08
O 5.11471 4.78795 -1.48405 0.07
C 4.08191 5.40311 -2.07451 -0.58
O 3.97392 6.58375 -2.16149 0.16
O 3.29374 4.51195 -2.69885 0.07
H 2.70067 1.64343 -3.52778 0.06
H 4.44166 1.50922 -3.29907 0.07
H 3.82951 2.75927 -4.37190 0.10
H 2.90644 2.99273 -1.47165 0.14
H 5.78180 2.93775 -2.27332 0.13
H 5.04805 2.91394 -0.64584 0.12
C -0.00307 3.01970 -4.00008 0.00
C -0.57708 1.68583 -4.50749 -0.29
C -1.47296 0.87508 -3.53763 -0.10
O -2.73403 0.93770 -4.15234 0.06
C -2.68491 1.49239 -5.37645 -0.57
O -3.58726 1.55951 -6.14857 0.16
O -1.43460 1.91455 -5.61735 0.09
H -0.67181 3.87581 -3.95527 0.10
H 0.84591 3.26000 -4.63959 0.08
H 0.39098 2.84092 -2.99667 0.07
H 0.27087 1.06693 -4.80647 0.14
H -1.49108 1.38165 -2.57284 0.13
H -1.11540 -0.15201 -3.44729 0.11
C 0.05140 3.90190 3.77069 -0.02
C -1.37117 3.62117 3.28621 -0.30
C -2.42283 4.53550 3.96286 -0.06
O -2.96046 5.25074 2.84499 0.08
C -2.34619 4.90846 1.69933 -0.59
O -2.56408 5.41979 0.64445 0.16
O -1.44443 3.96456 1.90552 0.09
H 0.81913 3.36601 3.20690 0.08
H 0.21465 3.79109 4.84130 0.08
H 0.29512 4.93662 3.50481 0.10
H -1.55927 2.55619 3.39049 0.11
H -1.96281 5.23730 4.65626 0.13
H -3.13266 3.90624 4.49559 0.12
C -0.84905 -4.61615 2.82548 -0.02
C -2.02268 -3.74110 2.40133 -0.30
C -3.38376 -4.30369 2.79965 -0.05
O -3.95674 -3.19108 3.52985 0.07
C -2.99504 -2.29679 3.82766 -0.57
O -3.19190 -1.31996 4.47818 0.17
O -1.87628 -2.53391 3.14819 0.07
H 0.10749 -4.16378 2.56762 0.08
H -0.86365 -5.62254 2.39900 0.09
H -0.87475 -4.80197 3.90219 0.09
H -1.91225 -3.52521 1.33903 0.12
H -3.38687 -5.12144 3.52270 0.14
H -3.99901 -4.59634 1.95162 0.13
C 5.62054 0.04725 1.25487 -0.01
C 5.59994 -1.12356 0.28446 -0.29
C 4.52768 -1.05972 -0.82252 -0.08
O 5.25311 -0.44851 -1.88436 0.04
C 6.57544 -0.60002 -1.70488 -0.57
O 7.40129 -0.37210 -2.52617 0.17
O 6.81571 -1.10930 -0.47493 0.08
H 5.77824 1.02739 0.81092 0.08
H 6.49612 -0.13095 1.88528 0.09
H 4.76056 -0.03396 1.92072 0.08
H 5.57317 -2.05433 0.84931 0.15
H 3.68474 -0.40890 -0.59388 0.12
H 4.15219 -2.01547 -1.19392 0.12
C 1.70925 -2.26827 -2.95670 0.00
C 2.67657 -2.69307 -4.04718 -0.34
C 2.14325 -3.70354 -5.07521 -0.06
O 2.70347 -3.17846 -6.29461 0.06
C 3.21818 -1.94734 -6.10857 -0.55
O 3.65037 -1.27964 -6.98514 0.18
O 3.15826 -1.60864 -4.79099 0.10
H 2.12371 -1.52442 -2.27949 0.06
H 1.17973 -3.06657 -2.44086 0.08
H 0.90312 -1.72122 -3.46546 0.09
H 3.51344 -3.20756 -3.55799 0.15
H 1.06223 -3.78122 -5.19719 0.12
H 2.56443 -4.69841 -4.95054 0.13
C -3.68674 -2.82956 -4.53004 0.00
C -3.27604 -3.50578 -3.23937 -0.32
C -2.07009 -4.43377 -3.39197 -0.08
O -1.16664 -3.98529 -2.38283 0.05
C -1.73030 -2.97863 -1.64732 -0.52
O -1.35890 -2.50569 -0.62146 0.15
O -2.86332 -2.55655 -2.25912 0.08
H -4.55690 -2.21013 -4.32980 0.10
H -3.89283 -3.62553 -5.24777 0.10
H -2.84174 -2.25597 -4.91248 0.09
H -4.13023 -3.97633 -2.74014 0.16
H -1.68235 -4.37298 -4.40878 0.13
H -2.33674 -5.46857 -3.17593 0.14
C 1.82999 0.26588 5.15575 -0.01
C 0.39854 -0.04576 5.52857 -0.32
C 0.00171 0.11895 6.99017 -0.08
O -1.29434 0.66667 6.88098 0.09
C -1.58726 1.03739 5.62927 -0.57
O -2.65411 1.48840 5.32633 0.16
O -0.53063 0.80068 4.84459 0.06
H 2.49532 -0.42091 5.67768 0.10
H 2.07301 1.29786 5.42320 0.09
H 2.02739 0.21749 4.08440 0.07
H 0.20084 -1.07021 5.19311 0.15
H 0.71460 0.78272 7.48614 0.14
H -0.00526 -0.83875 7.50473 0.14
C -4.43257 -0.22757 0.81736 0.00
C -5.42211 0.48378 1.72766 -0.29
C -4.76582 0.95800 3.01013 -0.09
O -5.02880 2.37992 3.04925 0.07
C -5.75280 2.71557 1.96624 -0.57
O -6.20996 3.80768 1.80625 0.17
O -5.77058 1.71255 1.07900 0.09
H -3.49003 0.31923 0.89311 0.08
H -4.63609 -0.23033 -0.25354 0.09
H -4.29356 -1.26379 1.13782 0.08
H -6.31697 -0.10962 1.92463 0.16
H -3.68014 0.90542 3.08982 0.10
H -5.13226 0.41520 3.88172 0.13
O 0.93732 0.80137 -1.38320 0.16
C 0.65986 0.43185 -0.29405 -0.56
O -0.55072 0.54923 0.26372 0.09
C -0.48996 -0.00557 1.59036 -0.09
C 0.63060 -1.01602 1.42352 -0.12
O 1.46146 -0.32682 0.51481 0.03
H -0.36466 0.65699 2.44375 0.12
H -1.38102 -0.61107 1.75061 0.11
H 0.30640 -1.95004 0.96254 0.11
H 1.22032 -1.14807 2.33186 0.12
```

The HOMO energy is -10.41 eV. The multiplicity is 1. Its energy relative to the best compared isomer or geometry (same formula, charge and spin) is 17.5 kcal/mol.

=====

Record 3
Below is a molecular structure, C50H45CeF9N6O10PS2Sb at a distorted geometry, with properties calculated with the ωB97M-V functional and the def2-TZVPD basis.

Geometry as XYZ:
```
125
Properties=species:S:1:pos:R:3:lowdin_charge:R:1
Ce 0.11284 -1.82603 -2.20147 1.33
C 3.05789 2.98191 -1.92469 -0.04
C 3.42414 3.55284 -0.56757 -0.18
C 3.60965 4.87958 -0.32382 -0.09
C 3.77164 5.38228 0.96557 -0.10
C 3.49398 4.54451 2.02739 -0.09
C 3.35474 3.16040 1.90242 -0.01
C 3.38304 2.61670 0.58026 -0.16
N 3.24089 1.24769 0.36111 0.12
C 2.43061 0.44681 1.08911 -0.38
N 2.88321 -0.87530 1.18812 0.13
C 2.09445 -1.98462 1.74806 -0.09
C 1.20662 -2.55488 0.84839 -0.29
C 0.61577 -3.75577 1.15959 -0.01
C 0.96493 -4.38929 2.36108 -0.08
C 1.85984 -3.83394 3.26069 -0.07
C 2.52382 -2.66186 2.91184 -0.21
C 3.80293 -2.31471 3.62748 -0.03
N 1.36602 0.80721 1.69922 0.18
C 0.66377 2.01809 1.69990 -0.24
C 0.04860 2.44662 0.39879 0.02
C -0.75806 3.51612 0.29579 -0.01
C -1.06645 4.28180 1.47561 -0.24
C -0.41066 3.89241 2.77708 -0.20
C 0.45789 2.70143 2.84341 -0.23
C 1.06554 2.43914 4.20080 -0.03
H 3.86438 2.35766 -2.32537 0.09
H 2.78817 3.83058 -2.58012 0.08
H 2.20740 2.37391 -1.87927 0.01
H 3.53163 5.58948 -1.12298 0.10
H 3.94196 6.47370 1.02530 0.10
H 3.56190 4.94390 3.05069 0.10
H 3.18754 2.49348 2.73702 0.10
H 4.09328 0.82157 -0.01318 0.15
H 3.84897 -1.08350 1.18561 0.10
H -0.04875 -4.24136 0.41390 0.10
H 0.39134 -5.32935 2.49395 0.10
H 2.15217 -4.39973 4.16554 0.11
H 4.58921 -3.02886 3.27732 0.10
H 3.70166 -2.43158 4.68555 0.07
H 4.07993 -1.31376 3.31618 0.06
H 0.41966 1.83389 -0.44337 0.11
H -1.00112 3.98317 -0.73262 0.12
H -1.40771 5.35267 1.39195 0.15
H -0.29505 4.63882 3.58781 0.15
H 0.21455 2.40308 4.90596 0.09
H 1.59339 3.35404 4.35682 0.06
H 1.69280 1.54729 4.14557 0.08
O -1.21775 0.33420 -1.34394 -0.38
S -2.29687 0.69891 -2.26682 0.50
O -3.56687 0.89133 -1.62734 -0.28
O -2.19638 -0.24301 -3.40794 -0.34
C -1.87175 2.33162 -2.82387 -0.21
C -2.71415 3.39835 -2.45864 -0.07
C -2.42038 4.72809 -2.75720 -0.07
C -1.23998 4.98735 -3.48372 -0.06
C -0.37354 3.94765 -3.77093 -0.11
C -0.67565 2.63187 -3.46257 -0.31
S 0.67599 1.62900 -4.04895 0.95
O -1.77667 3.62450 2.50986 -0.03
O 0.90671 0.39893 -3.25944 -0.50
O -0.08066 1.28692 -5.40523 -0.56
H -3.59541 3.09998 -1.95423 0.09
H -3.10149 5.55553 -2.39629 0.12
H -1.01491 5.96527 -3.81463 0.09
H 0.57604 4.17601 -4.25109 0.10
O 5.53321 0.69699 1.78784 -0.06
H 6.22512 0.29633 1.26666 0.04
H 5.92279 0.74376 2.66652 -0.02
O -0.36809 -1.85578 -4.91386 -0.04
H 0.33416 -1.30725 -5.29694 0.07
H -1.10884 -1.29572 -5.01765 0.02
F 1.65108 -2.64209 -3.21140 -0.35
Sb 0.06206 2.07242 -7.30647 1.45
F 1.24554 3.36970 -6.56577 -0.37
F -1.37732 3.30349 -6.96243 -0.36
F 0.39616 2.62550 -9.10764 -0.37
F -1.14214 0.65585 -7.76629 -0.36
F 1.39899 0.75236 -7.50522 -0.36
F -1.79612 -4.47384 -3.10132 0.04
C -0.51338 -4.25738 -2.72545 -0.49
F 0.26275 -4.82784 -3.79131 -0.03
F -0.29283 -5.13785 -1.65149 -0.02
O 0.96907 -1.95620 -0.33182 -0.24
N 7.38240 0.63561 4.21607 0.05
C 8.42231 0.90527 4.81133 -0.58
C 8.75598 0.40725 6.24144 -0.22
N 8.87542 0.07238 7.33886 0.07
C 9.37908 2.01706 4.43833 -0.24
N 9.94510 2.88134 3.95860 0.08
O -1.67986 -2.49972 -0.99674 -0.40
P -2.91320 -2.67009 -0.13412 0.87
C -2.83415 -3.98808 1.06623 -0.26
C -2.63812 -5.31668 0.59744 -0.06
C -2.72597 -6.39976 1.48635 -0.07
C -2.90938 -6.20066 2.86728 -0.06
C -3.17427 -4.89618 3.24126 -0.10
C -3.17498 -3.83540 2.40549 -0.07
C -4.36946 -3.03453 -1.06803 -0.28
C -4.43354 -2.45935 -2.31593 -0.04
C -5.53231 -2.83790 -3.07621 -0.05
C -6.50756 -3.64706 -2.52494 -0.11
C -6.50214 -4.16095 -1.25376 -0.09
C -5.38952 -3.84867 -0.49818 -0.06
C -3.37280 -1.24666 0.79745 -0.33
C -4.67171 -0.81285 0.88406 -0.06
C -4.85352 0.42563 1.53991 -0.07
C -3.80450 1.05534 2.22370 -0.05
C -2.50961 0.54097 2.06757 -0.04
C -2.30843 -0.62721 1.37497 -0.07
H -2.29371 -5.54775 -0.42345 0.11
H -2.64920 -7.38692 1.07750 0.09
H -2.85761 -7.07414 3.54856 0.11
H -3.37857 -4.67881 4.25502 0.09
H -3.45453 -2.88037 2.77625 0.11
H -3.67208 -1.77148 -2.79557 0.12
H -5.64933 -2.47432 -4.06959 0.10
H -7.31266 -4.04495 -3.15268 0.10
H -7.34113 -4.75206 -0.90584 0.10
H -5.20815 -4.20413 0.52865 0.11
H -5.55731 -1.34597 0.46985 0.12
H -5.83856 0.85026 1.80786 0.10
H -3.98402 1.90425 2.85378 0.09
H -1.67103 0.90401 2.69550 0.12
H -1.31084 -1.04990 1.15632 0.13
```

Its net charge is -2. The HOMO energy (alpha / beta) is -3.49 / -3.49 eV. The multiplicity is 1.

=====

Record 4
Below is 2 unconnected molecules or ions with the total composition CH4NO2S2 at a distorted geometry, with properties calculated with the ωB97M-V functional and the def2-TZVPD basis.

Geometry as XYZ:
```
10
Properties=species:S:1:pos:R:3:lowdin_charge:R:1
S 2.34747 3.48630 0.07607 0.15
S 0.86032 2.16210 0.81371 0.25
H 2.89759 2.61982 -0.79948 -0.22
H 1.59657 1.21632 1.44131 -0.19
N -1.87145 -2.17021 -0.23286 0.03
C -1.02714 -0.94980 -0.08655 -0.85
O -0.22903 -0.76383 -1.03364 -0.12
O -1.14398 -0.34220 0.98399 -0.11
H -2.14428 -2.30576 -1.19603 0.03
H -1.28607 -2.95276 0.03350 0.03
```

Its net charge is -1. The HOMO energy is -3.71 eV. The multiplicity is 1. Its energy relative to the best compared isomer or geometry (same formula, charge and spin) is 22.9 kcal/mol.

=====

Record 5
Below is a molecular structure, C5H10N2O3S at a distorted geometry, with properties calculated with the ωB97M-V functional and the def2-TZVPD basis.

Geometry as XYZ:
```
21
Properties=species:S:1:pos:R:3:lowdin_charge:R:1
C -1.69865 0.63260 0.33118 -0.46
C 0.99205 0.50930 -1.48828 -0.21
C 1.06614 0.30477 1.42866 -0.03
C 0.30849 -0.70549 0.93557 -0.43
C -2.69794 0.76849 -0.87238 0.03
N 0.55720 -2.06764 1.02528 0.17
N -0.81528 -0.43482 0.17668 0.08
O -1.77186 1.27662 1.35555 0.09
O 2.63494 -1.01581 -0.19968 -0.33
O 3.10026 1.41807 -0.14346 -0.31
S 2.26422 0.30215 -0.53599 0.64
H 0.53698 -0.31999 -1.94557 0.03
H 0.95785 1.56946 -1.67033 0.05
H 0.77644 1.26653 1.30836 0.05
H 1.78778 0.05587 2.14024 0.08
H -2.20207 0.18216 -1.72906 0.10
H -3.65635 0.44413 -0.73158 0.04
H -2.57386 1.84733 -0.97815 0.09
H 0.03001 -2.64390 0.51940 0.05
H 1.32806 -2.34533 1.68151 0.15
H -0.92444 -1.04449 -0.60793 0.12
```

The HOMO energy is -8.49 eV. The multiplicity is 1. Its energy relative to the best compared isomer or geometry (same formula, charge and spin) is 120.0 kcal/mol.

=====

Record 6
Below is 2 unconnected molecules or ions with the total composition C4H11N3O at a distorted geometry, with properties calculated with the ωB97M-V functional and the def2-TZVPD basis.

Geometry as XYZ:
```
19
Properties=species:S:1:pos:R:3:lowdin_charge:R:1
C -1.20400 -1.53228 -1.90189 -0.22
C -1.61535 0.89604 1.56962 -0.14
C 1.19726 1.26959 1.09828 -0.02
N -0.94164 0.17206 0.51465 0.01
C 0.34808 0.24153 0.37056 -0.40
N 2.23847 -0.61276 -0.74877 0.07
O -0.56773 -1.87070 -0.71719 -0.15
N 0.93330 -0.71628 -0.41426 -0.02
H 2.47921 0.14942 -1.37828 0.10
H 2.59639 -1.50353 -1.07031 0.11
H -0.50480 -1.43137 -2.74818 0.07
H -1.91473 -2.34063 -2.14314 0.08
H -1.78865 -0.60275 -1.83035 0.06
H -1.55362 1.97993 1.41586 0.07
H -1.23366 0.65846 2.56943 0.08
H -2.67380 0.62917 1.53486 0.07
H 1.01028 1.21032 2.17213 0.08
H 0.93021 2.27888 0.77312 0.08
H 2.26477 1.12490 0.93384 0.06
```

The HOMO energy (alpha / beta) is -7.92 / -7.97 eV. The multiplicity is 1. Its energy relative to the best compared isomer or geometry (same formula, charge and spin) is 156.0 kcal/mol.